Record 1
Entry from the OMol25 dataset: a structure of composition C30H34IN4O3SeV (ωB97M-V/def2-TZVPD).

The geometry in XYZ format:
```
74
Properties=species:S:1:pos:R:3
H -2.45135 -3.90990 6.61629
H -5.31151 2.80692 -1.07396
C 0.87510 5.10367 -5.12279
H -0.00745 -4.46909 7.21365
C -3.19977 -0.68761 3.61225
C -3.21821 2.44330 -1.51846
C -0.79897 0.51909 -3.28100
C -1.24920 -0.39045 -5.40323
H -4.54226 4.09690 -1.99217
H -3.96972 0.60902 -0.66094
V 0.85287 -0.97699 1.84199
C -3.24450 0.92088 -1.41657
C 3.61357 -2.63531 1.33531
H 2.63318 2.79667 -2.19502
C 0.82629 0.83436 0.99725
H 5.26361 -2.82867 -0.03535
H -2.69304 -0.06270 2.87965
H 3.72633 -3.01816 4.68188
C 0.19973 1.31408 -3.82583
H -3.56014 -0.06150 4.42716
O -0.55318 -1.38931 2.57545
C 5.38184 -3.24086 3.33011
C -0.21461 -3.02273 4.26496
H -0.71360 -5.68336 6.15420
C -0.04894 -4.81408 6.17539
Se 0.66590 2.40329 0.02208
C 4.05224 -2.99910 3.64909
H 6.85441 -3.37437 1.77226
C 0.50454 1.28656 -5.18772
H 0.10701 5.37378 -5.84521
N -2.75594 -2.44698 5.23281
H -4.07507 -1.14306 3.14737
H -1.90818 -0.75982 -1.00506
H 1.38321 4.21871 -5.51126
O 1.16079 0.87770 2.20579
H -4.96954 2.58610 -2.78947
N -0.81911 0.77596 -1.90878
H -1.79953 -1.05658 -6.05339
H 1.60462 5.91338 -5.09682
H 1.72437 -3.98339 4.26414
C -4.58853 3.01714 -1.86262
H -0.19806 5.80680 -3.40247
H -1.64812 0.68146 -0.00619
H -2.86956 2.86618 -0.56805
C -2.01081 -3.38545 5.77405
C -0.71080 -3.73193 5.35805
H -0.03895 0.36053 -7.01897
C 0.14331 1.66593 -1.65191
C -2.31085 -1.75313 4.17329
I 2.22924 -2.14176 -0.18583
H -2.31711 -0.99926 -3.64393
N 1.75312 -2.44826 2.90947
H -2.50075 2.74893 -2.28932
O 1.23744 -5.14583 5.69896
H 1.28339 1.89597 -5.62199
C -1.07480 -2.07226 3.68336
C -0.23925 0.42456 -5.95831
C 1.15768 -3.18146 3.80211
C 1.29137 4.45447 -2.68826
H 2.14612 5.13475 -2.69712
C 1.83902 3.04638 -2.89872
C 5.81735 -3.18516 2.01379
H -0.54504 4.14394 -3.79564
C 3.14734 -2.70414 2.64175
C -1.54845 -0.36427 -4.06107
H -3.57739 0.48991 -2.36199
H 2.24755 2.93539 -3.89914
C 4.92706 -2.87367 0.99133
N 0.76992 2.02542 -2.77075
H 1.56092 -5.92059 6.17378
C 0.26583 4.87998 -3.74056
C -1.89773 0.33121 -1.00652
H 6.08395 -3.46587 4.12097
H 0.84979 4.53777 -1.68759
```

LUMO (spin up / spin down) ... -0.39112 / -0.37666 Ha
Charge ... +3
2S+1 ... 2
⟨S²⟩ ... 0.776
Frontier orbital gap (spin up / spin down) ... 6.15 / 6.54 eV
Relative energy (zero: lowest compared OMol25 entry of this formula, charge and spin) ... 1.009 eV

---

Record 2
Entry from the OMol25 dataset: a structure of composition C30H34N2O6 (ωB97M-V/def2-TZVPD).

The geometry in XYZ format:
```
72
Properties=species:S:1:pos:R:3
C -0.15763 4.06795 -4.69326
C 2.46754 -4.07428 1.50462
C -0.66455 -0.23381 -2.39678
H 2.28564 1.04714 -6.50814
C -2.02802 2.55462 -4.47378
H -0.01592 -0.67551 0.25531
C 2.28181 0.61502 -5.49740
H -4.41426 3.92583 -4.05760
H 1.67925 -2.15800 2.00916
C 1.79622 -2.89221 1.20431
H -0.26768 -2.43304 1.66608
H -2.19088 4.70441 -4.24254
C -1.16711 1.50170 -4.76344
O 1.39819 1.38474 1.06524
C -2.92880 -0.73478 2.94438
H -3.59656 3.50764 -2.52032
H 0.22753 5.08654 -4.68707
O 1.72220 -0.21618 2.65858
C -1.19151 -0.72067 -3.65404
C -0.71240 -1.54974 2.14470
H 2.94099 1.20166 -4.84038
H 1.01054 -1.58882 -2.55939
N -1.72282 -1.92179 -3.96594
H 1.20652 -3.41334 -2.10315
C 0.72248 3.01028 -4.91324
H -3.53619 0.44441 1.24108
C -2.80764 0.52440 2.08317
H -2.64060 -1.99233 1.24490
C 0.20678 1.70277 -4.89622
H -0.24205 -1.37976 3.12007
H 2.80937 -4.25218 2.52979
H -2.27781 -2.82371 2.77443
C 1.55544 -3.60288 -1.09242
C -1.33791 0.84202 1.61315
H -3.07735 1.38487 2.71245
H 4.14366 -1.39022 2.29761
C -1.52029 3.87063 -4.46422
H 3.33638 0.86229 1.96149
N -1.62484 0.15594 -4.59203
H -0.52253 -3.62757 -3.60183
O -1.03773 0.87595 -1.95230
O 0.94240 0.56687 -4.95971
C 0.29875 -1.18995 -1.81967
H -3.05138 -2.61808 -5.50682
C 1.28358 -2.61910 -0.11019
C 2.27550 -4.75286 -0.80667
H 2.59270 -0.43015 -5.55005
H 1.78977 3.18881 -5.08094
O -1.02978 2.03783 1.57727
C -1.46989 -3.17095 -3.27317
C 2.72413 -5.01065 0.49094
H -2.29244 -3.85341 -3.50534
H 4.94654 -0.34796 3.45655
H 2.48770 -5.42718 -1.63358
H -1.40955 -3.02741 -2.18600
C 3.98221 -0.77600 3.19120
H -4.97265 2.51423 -3.09320
C 3.05358 0.35096 2.87972
C 0.98842 0.45237 1.77008
C -2.51162 -1.78076 -5.10496
H -3.98200 -1.02037 3.03571
H 3.62927 -1.39714 4.02100
H -2.56445 -0.58172 3.97367
C -4.10916 3.10174 -3.40043
C -0.33302 -0.28499 1.38940
C -2.19915 -1.86716 2.24595
C 0.47642 -1.45670 -0.51261
H -2.96891 0.03127 -6.25995
C -2.46539 -0.48820 -5.46825
H 2.96172 1.09030 3.68090
H 3.28176 -5.92190 0.69763
O -3.26929 2.16146 -4.09940
```

LUMO ... -0.02514 Ha
Charge ... 0
Frontier orbital gap ... 4.61 eV
Relative energy (zero: lowest compared OMol25 entry of this formula, charge and spin) ... 6.897 eV

---

Record 3
Entry from the OMol25 dataset: the ion C30H34N3 with charge +1 (ωB97M-V/def2-TZVPD).

The geometry in XYZ format:
```
67
Properties=species:S:1:pos:R:3
H 4.06688 -4.09537 -0.10492
H 4.66232 -3.87945 2.33747
C 0.25664 2.94265 -0.60360
C 0.54720 0.53827 0.35742
C -0.53959 -4.54474 1.19703
C -0.44376 1.01905 -1.86544
C -2.75567 4.80276 -3.49593
C 2.77729 -1.04784 2.03940
H -3.03427 0.96508 -0.08032
H 3.49353 -2.48541 -3.20734
H -1.55121 1.35064 -3.67330
N 2.50034 -2.10442 -1.35242
H -0.36407 4.85515 -1.43523
H -4.05563 3.16503 0.38301
C -0.99887 1.80694 -2.84633
C -2.73433 1.54085 0.78783
C 4.03831 -3.14128 1.84861
H -2.06693 -3.00631 0.87375
C 3.58559 -2.02715 2.60350
C 0.34045 -4.58006 2.45442
H 3.46215 -3.81121 -1.99287
C -0.97527 -3.08330 0.95704
C -2.09685 2.88896 3.14854
H -0.46656 -0.06799 -1.98680
C -3.03921 3.42705 2.27399
H -3.49939 4.38688 2.48809
H -1.83149 3.42451 4.06532
H -0.52268 -2.69970 0.03435
C 0.13713 1.54652 -0.71273
C -1.67848 1.08103 1.60949
N -1.53476 4.02747 -3.69083
H -0.01006 -5.35235 3.16409
C 2.96554 -2.23107 -0.03211
C 0.23935 -3.18571 3.09583
H -1.26455 -0.56609 0.28661
C 2.41859 -1.16484 0.71223
H 1.24914 -2.76782 3.28863
H -0.25369 -0.65525 3.27029
H 0.79637 3.39952 0.22464
H -3.10179 4.70688 -2.46268
C -0.74418 -0.05496 1.13805
H -0.77628 1.22497 3.58663
C -1.46556 1.67581 2.86010
H -0.01238 -4.93752 0.31708
H -0.91425 5.06309 -5.39697
N -0.47303 -2.34286 2.12374
H 0.96569 1.02415 1.26447
C 1.50332 -0.44557 -0.16188
H 1.27922 -0.63970 -2.39692
C -0.34665 3.76868 -1.55160
H -1.84147 3.58464 -5.73969
C 1.70195 -0.98942 -1.44354
H 1.98809 -3.44883 -2.95163
H -0.28138 -3.24370 4.07417
H 1.38750 -4.81261 2.20097
H -1.44540 -5.16115 1.34840
H 2.40931 -0.19034 2.59277
H -0.15095 3.46532 -5.16166
C 3.72546 -3.25362 0.49688
C -1.08371 4.02550 -5.07262
H -3.55556 4.45142 -4.18075
H -2.57368 5.86891 -3.73406
C 2.86952 -2.99425 -2.43939
H 3.86737 -1.96349 3.65889
C -0.95476 3.21341 -2.71037
C -0.45390 -1.02179 2.22465
C -3.34201 2.75606 1.09552
```

LUMO ... -0.13872 Ha
Charge ... +1
SMILES ... CN(C)c1ccc([C@H](c2cn(C)c3ccccc23)[C@@H](C=[N+]2CCCC2)c2ccccc2)cc1
Frontier orbital gap ... 6.09 eV
Relative energy (zero: lowest compared OMol25 entry of this formula, charge and spin) ... 0.943 eV

---

Record 4
Entry from the OMol25 dataset: a structure of composition C30H35Br2Cl5IrN9OS (ωB97M-V/def2-TZVPD).

The geometry in XYZ format:
```
84
Properties=species:S:1:pos:R:3
N -1.64284 -2.58113 -0.38115
C 1.80057 0.50178 2.07493
H -1.34685 4.26577 -0.38839
H -4.18079 0.13706 1.11436
H -2.26130 5.35836 -1.41912
H 1.97948 3.26001 -1.44677
H -2.15109 -0.13657 1.91739
C 0.47342 -3.53671 4.45651
C -3.52151 -0.41171 0.43782
H 2.28222 -1.60563 1.91163
H -3.21961 -2.87721 -2.67320
C -3.12335 -2.69275 -0.51624
C -1.99010 4.31591 -1.26754
N -4.08714 -0.37028 -3.39780
H 3.66169 -0.50844 2.09038
H -2.02530 0.95106 0.72475
H 4.32653 4.03440 -1.24800
N -0.51322 0.35295 -1.46429
H -4.85080 -2.08084 0.60071
H 2.64225 -0.85777 3.47216
C -3.65898 -2.26807 -1.87824
Br 3.54849 -3.83155 -0.70047
N -0.96907 1.64041 -1.31459
H 6.04995 -2.45602 -0.63955
H -0.38505 4.36800 -2.71770
H -5.00194 0.03773 -0.97874
Br 7.50135 0.03105 -0.64509
H 2.79351 2.05474 3.30827
C 2.62901 -0.69750 2.39325
H -0.26926 2.14368 0.49456
C -1.28541 3.78289 -2.50798
H -3.80511 0.56821 -3.68973
Cl 1.36733 -5.66303 3.09690
Cl -0.38511 -1.58237 6.07336
N 0.36719 -1.11729 -3.06642
C -0.13525 -2.04965 2.06267
H -4.73588 -2.46623 -1.87247
C -0.08457 -2.26403 4.53422
H -1.45812 -3.12947 0.45202
C -0.06472 0.10301 -2.66801
H -1.91651 3.90038 -3.39260
S -0.21449 1.45613 -3.73012
C 4.08916 2.98447 -1.14937
N 0.75954 0.54884 1.23981
H -3.61760 1.11631 -1.10946
C 5.30080 -1.67739 -0.67838
Cl -1.09768 0.01029 3.64375
C 0.38628 -3.36534 2.05036
C -0.38197 -1.56375 3.36403
C 0.80164 4.05862 2.24102
H 0.82161 -1.65761 -2.33425
C -0.88576 2.34531 -2.39005
H -3.36665 -3.75016 -0.39457
H 0.38287 4.50687 1.33908
O 1.71369 -1.42521 -0.56259
C 5.69128 -0.35031 -0.70564
N 0.30199 1.82729 1.26935
C -3.39634 -0.79648 -2.11080
C 1.07080 2.60624 2.05994
C -3.90600 0.07172 -0.96972
Cl 0.86380 -4.40000 5.87231
C -3.77446 -1.89988 0.60607
C 4.71295 0.69527 -0.83577
C 2.76998 2.54126 -1.25183
Cl 0.76758 -4.21032 0.56688
Ir -0.35908 -0.90844 0.31833
H -5.10636 -0.36633 -3.28869
C 3.96519 -2.02231 -0.69495
C 5.06972 2.04747 -0.95208
C 2.90723 -1.04221 -0.69681
H 6.11018 2.33635 -0.90171
H 1.72064 4.58384 2.49036
C 3.34266 0.35996 -0.88665
H -1.18413 -3.12140 -1.10904
H 0.83189 -1.17287 -3.96119
N -2.14351 -0.04808 0.89731
C 2.02580 1.78281 2.60340
N 2.39861 1.28026 -1.12580
H -2.33769 -0.63482 -2.28533
H -2.90396 3.76040 -1.05375
H 0.09562 4.21797 3.05704
C 0.69721 -4.09387 3.20396
H -3.86782 -1.01276 -4.16450
H -3.40935 -2.24132 1.57824
```

LUMO (spin up / spin down) ... -0.28105 / -0.35644 Ha
Charge ... +3
2S+1 ... 2
⟨S²⟩ ... 0.775
Frontier orbital gap (spin up / spin down) ... 7.64 / 5.59 eV
Relative energy (zero: lowest compared OMol25 entry of this formula, charge and spin) ... 0.599 eV

---

Record 5
Entry from the OMol25 dataset: a structure of composition C30H35Br2N3O2STi (ωB97M-V/def2-TZVPD).

The geometry in XYZ format:
```
74
Properties=species:S:1:pos:R:3
N -3.17690 -2.28019 -2.56777
H -1.58171 3.44293 5.40676
C -4.73868 -0.57163 -2.96963
H 2.62480 -1.44346 4.18188
C -1.94005 3.84071 2.18140
C 1.53333 1.11467 1.57538
H -1.30491 1.82578 -1.30229
C 2.00144 1.59473 2.78487
C 1.83503 -1.05171 2.23814
C -2.04489 3.10019 3.35495
H -5.50373 -0.12912 -3.58579
C 2.36410 -5.94024 -2.22386
H -1.20207 -0.86013 1.17435
H 2.38332 3.29299 4.03715
C -1.43356 1.85115 0.87798
C -1.56423 1.09328 2.07033
C -2.74612 -1.73502 -1.39079
H 4.40881 1.77718 -1.15064
C 3.65872 -0.86792 -1.74115
H -2.06667 4.91371 2.22454
H -0.54600 3.95381 -0.72093
C 1.11469 -4.42230 -3.82517
H 1.19668 1.79766 0.80629
H 3.39984 -5.75834 -1.93603
H 1.12307 -5.19509 -4.57529
H -3.13060 -0.11717 -0.01696
Br 1.50227 -2.86580 1.73652
H -2.33846 4.82325 4.60121
O -0.33507 0.23809 -0.54877
C 1.69261 -4.65294 -2.57533
C -1.04022 1.29283 -0.38627
H -1.59219 5.17224 0.01807
N 1.04315 -2.43835 -1.84196
H 0.97587 3.44845 2.97229
H 0.11320 -2.94791 -5.04169
H -3.29932 3.41520 5.05883
H 4.59275 -0.43864 -1.36405
Ti 0.81809 -0.99898 -0.41395
H -2.29622 3.91267 -0.98221
C -2.33182 3.73928 4.67573
H -4.39506 -2.27268 -4.24479
H -2.40744 -0.82056 2.47346
S -1.54676 -2.57445 -0.56539
C 2.42486 0.66956 3.74746
H 2.04822 -3.81148 -0.65809
H 2.59937 3.58831 2.31015
C -1.51505 4.12128 -0.25000
H -0.70665 -0.69262 2.87429
H -2.74051 -3.15686 -2.83535
C 0.54702 -3.17762 -4.08006
C 3.46289 1.96580 -1.66511
H 3.59597 1.83655 -2.74294
O 2.40555 1.14285 -1.16940
H 3.66006 -1.93942 -1.53403
N 1.44872 -0.20109 1.27921
C -4.13751 -1.73615 -3.34395
H -1.96282 1.12132 4.15694
H 1.86772 -6.41168 -1.37491
H -4.85605 0.92560 -1.42415
H 2.35017 -6.62635 -3.06659
C -4.36205 0.02219 -1.74853
C -3.39564 -0.55172 -0.96702
C 1.99424 3.06682 3.04848
C 2.33650 -0.69197 3.46515
H 3.65723 -0.73378 -2.83092
C 2.45446 -0.19227 -1.15839
C 0.56012 -2.23328 -3.07594
H 2.79807 1.00100 4.70208
C -1.66152 3.25220 0.96349
C -1.86190 1.72634 3.26436
Br -0.14975 -0.49055 -3.40092
C 1.62046 -3.63819 -1.63569
H 3.15550 2.99087 -1.46214
C -1.45678 -0.40382 2.13309
```

LUMO (spin up / spin down) ... -0.09612 / -0.09594 Ha
Charge ... +1
2S+1 ... 2
⟨S²⟩ ... 0.976
Frontier orbital gap (spin up / spin down) ... 5.74 / 5.58 eV
Relative energy (zero: lowest compared OMol25 entry of this formula, charge and spin) ... 1.625 eV

---

Record 6
Entry from the OMol25 dataset: a structure of composition C30H35CdN7O (ωB97M-V/def2-TZVPD).

The geometry in XYZ format:
```
74
Properties=species:S:1:pos:R:3
C 2.80975 -1.36127 -2.10194
C 1.50375 -0.74705 2.63807
N -0.69762 -0.13028 -4.43458
H -2.39339 -0.19636 -5.65507
H -0.22507 1.41031 -5.74235
H -0.88863 -2.63731 1.24241
H -1.22271 -1.61276 -0.91195
Cd 0.93364 0.82256 -0.40726
C -0.52069 1.28507 -4.69986
C -0.59518 -0.52963 -3.12739
C -0.63377 3.35866 -1.44663
C 2.50775 2.50873 3.75128
C -1.96603 3.38997 -1.86779
H -1.04307 -3.29935 -1.45459
C -2.05594 1.66831 1.27791
H -0.99679 -1.07405 -6.30092
C -1.54217 -0.82949 -5.38613
C 0.72218 -3.37762 2.45481
C -3.54712 1.81592 3.19477
H -1.32992 -0.72741 3.52814
H 3.27230 -0.82992 0.00025
C -2.63786 2.65943 -0.91331
N 1.90098 0.61055 2.83259
H 2.74942 3.42654 1.71636
C 2.73044 0.77683 -2.88569
H 2.74725 3.28058 4.46105
H 3.39207 1.68020 -0.96020
N 2.14640 1.43840 1.80030
C -4.66064 2.50687 3.93542
H 0.40055 -2.31213 -4.68899
H 3.46926 -4.50073 3.18974
H -4.28535 3.32806 4.55153
C 1.86028 -3.07126 3.19513
H 2.80078 -2.44258 -2.07390
C -0.61501 -2.29616 -1.49822
H -2.37605 3.85899 -2.74477
C 0.00319 -2.38822 1.80395
H 0.26062 1.67800 -4.05668
C 2.50884 2.58678 2.34879
H 3.15368 -3.78136 4.76565
O -0.57294 0.30559 -2.21283
C 0.37755 -1.04631 1.86373
H -3.18116 0.32532 4.68922
C 3.01523 -0.53023 -1.00733
H -0.64420 -3.61137 -4.07627
H -3.67977 2.40754 -0.81158
H -1.44304 1.84799 -4.51985
C 0.04947 -2.81551 -3.79394
C 2.67862 -4.14778 3.85550
H 2.45050 -0.91505 -4.25747
H 0.23976 3.77652 -1.92231
N -0.31691 -0.04642 1.15602
C -1.35485 0.55647 1.80450
H -3.56327 3.14662 1.52017
C -1.81851 0.12123 3.06819
C 2.23734 -1.73749 3.27596
C 2.63587 -0.55423 -3.25405
H -1.93215 -1.74684 -4.95409
H 0.91720 -3.26357 -3.30438
C 2.10739 1.22262 4.01813
H 0.39018 -2.32017 -1.06525
H 1.93990 0.70136 4.94558
C 2.93883 0.84084 -1.47533
N -0.57387 -1.86926 -2.88456
H -5.17950 1.81233 4.59718
N -0.49929 2.67575 -0.31360
H 2.05954 -5.00611 4.11653
C -2.87450 0.72009 3.72592
H 0.39533 -4.40920 2.38526
C -3.09973 2.27282 1.96550
N -1.74234 2.23921 -0.00290
H -5.39695 2.92442 3.24719
H 2.67996 1.63049 -3.54708
H 3.12019 -1.45350 3.83829
```

LUMO ... 0.02672 Ha
Charge ... 0
Frontier orbital gap ... 7.55 eV
Relative energy (zero: lowest compared OMol25 entry of this formula, charge and spin) ... 0.000 eV